(1)
A 12-piece molecular cluster, C19H62N6O12 overall at a distorted geometry. Source: OMol25; level of theory: ωB97M-V with the def2-TZVPD basis set.

- energy above the lowest of the compared OMol25 structures with the same formula, charge and spin (kcal/mol) = 91.6
- largest force on an atom (eV/A) = 8.22
- SMILES = NC(N)=O.NC(N)=O.NC(N)=O.CCO.CCO.CCO.CCO.CCO.CCO.CCO.CO.CO
- 2S+1 = 1
- frontier orbital gap (eV) = 9.010
- HOMO (Eh) = -0.3439
- DFT total energy (eV) = -54215.83090

Last column: Mulliken charge in e.
Cartesian coordinates (Å):
N (0.78913, -3.19523, -1.26451)  -0.4225
C (-0.31745, -3.28169, -1.89027)  0.4506
N (-0.15969, -3.02178, -3.17365)  -0.2683
O (-1.47813, -3.49205, -1.23276)  -0.8502
H (0.73677, -3.55922, -0.28997)  0.2420
H (1.71518, -3.02609, -1.71270)  0.2017
H (-0.99589, -2.92191, -3.79329)  0.2962
H (0.77560, -3.15467, -3.69592)  0.2370
N (-1.12580, -2.49435, 2.64271)  0.0252
C (-1.49250, -2.92946, 3.78608)  0.6231
N (-0.46379, -3.24277, 4.49280)  -0.3512
O (-2.75831, -3.00180, 4.26038)  -0.7212
H (-1.87180, -2.33103, 1.97171)  0.0823
H (-0.14186, -2.26403, 2.41758)  -0.1772
H (-0.57913, -3.51785, 5.46898)  0.2350
H (0.53019, -3.47166, 4.17312)  0.2206
N (2.49071, -0.14376, -2.26979)  0.1597
C (2.98663, -1.25936, -2.78922)  0.4385
N (3.59775, -1.00265, -3.94348)  -0.2815
O (3.06231, -2.48563, -2.24752)  -0.8344
H (1.87004, -0.19678, -1.38367)  -0.1466
H (2.26003, 0.66507, -2.89329)  0.2391
H (4.18299, -1.71026, -4.33768)  0.2909
H (3.71597, -0.09705, -4.30384)  0.1171
C (-3.20561, 0.72544, -1.60320)  -0.5926
C (-3.09259, -0.74595, -1.96736)  -0.0923
O (-3.20300, -1.54109, -0.84526)  -0.5157
H (-3.03142, 1.30469, -2.53223)  0.2336
H (-2.55775, 1.01239, -0.83890)  -0.3062
H (-4.23808, 0.89888, -1.33936)  0.5398
H (-2.17999, -1.00902, -2.41634)  -0.2689
H (-3.94405, -0.97466, -2.59567)  0.4910
H (-2.63739, -2.29151, -0.93042)  0.4275
C (0.37323, 0.70332, 3.46532)  -0.4631
C (1.39245, -0.47061, 3.44722)  0.5315
O (2.70995, 0.03814, 3.65833)  -0.6820
H (0.46452, 1.29040, 4.38396)  0.4921
H (-0.53654, 0.22574, 3.36039)  0.0046
H (0.59996, 1.39861, 2.65901)  -0.1924
H (1.26920, -0.95204, 2.49720)  -0.7040
H (1.24541, -1.18957, 4.17197)  0.8521
H (3.33926, -0.68331, 3.89065)  0.2822
C (-2.38901, 3.61039, 2.99912)  -1.2486
C (-1.77799, 3.35406, 1.63387)  0.7988
O (-2.47164, 4.12219, 0.70356)  -0.5758
H (-2.13307, 2.83102, 3.68785)  0.2511
H (-3.49061, 3.71464, 2.87843)  0.3143
H (-2.12088, 4.56386, 3.34056)  0.4113
H (-1.87213, 2.29653, 1.30560)  -0.5148
H (-0.68203, 3.60492, 1.49563)  0.2283
H (-3.30303, 3.66678, 0.47844)  0.3469
C (-0.37072, 0.27015, -4.17179)  0.3871
C (0.80743, 0.87255, -5.05511)  -1.1703
O (1.64351, 1.76860, -4.34570)  -0.7412
H (-1.10931, 1.07565, -3.88039)  -0.1205
H (0.08503, -0.15701, -3.22382)  -0.4027
H (-0.91842, -0.52029, -4.66979)  0.5446
H (0.41161, 1.30343, -5.93577)  0.5103
H (1.35563, 0.01243, -5.34791)  0.6092
H (2.48633, 1.83810, -4.83856)  0.2824
C (3.83079, -2.08464, 0.70194)  0.6250
C (5.24084, -2.59749, 0.90827)  -0.6043
O (5.11846, -3.45694, 2.04262)  -0.5259
H (3.44826, -1.48341, 1.56360)  -0.4340
H (3.13023, -2.91954, 0.52212)  0.1536
H (3.68687, -1.53194, -0.20322)  -0.3542
H (5.93724, -1.76695, 1.07748)  0.2906
H (5.55093, -3.10630, -0.04816)  0.3400
H (4.72162, -2.91302, 2.72831)  0.2939
C (-3.78041, -0.18536, 2.16273)  0.2377
C (-4.11666, 0.25130, 3.60800)  -0.7985
O (-4.91137, 1.36910, 3.68613)  -0.5497
H (-4.72641, -0.57830, 1.68500)  0.4782
H (-2.99263, -0.90956, 2.18753)  -0.5443
H (-3.42004, 0.65269, 1.52718)  -0.0879
H (-3.26114, 0.38838, 4.20706)  0.3243
H (-4.54967, -0.61290, 4.10064)  0.4436
H (-5.83530, 1.17345, 3.40620)  0.3256
C (-0.32551, 3.13671, -1.81160)  0.6679
C (-0.96247, 3.84997, -2.98471)  -0.6369
O (-0.00739, 4.15624, -3.94898)  -0.6173
H (0.03726, 2.19245, -2.07078)  -0.3523
H (-1.16435, 2.97556, -1.09610)  -0.3004
H (0.42159, 3.79084, -1.35130)  0.3964
H (-1.37114, 4.78357, -2.64441)  0.4550
H (-1.72266, 3.20935, -3.48248)  0.1622
H (0.38514, 3.33953, -4.28559)  0.2949
C (-0.20766, -0.06758, -0.03230)  1.1449
O (1.04231, -0.73652, -0.09934)  1.5060
H (-0.51832, 0.12462, -1.04387)  -0.8016
H (-0.18178, 0.82037, 0.57869)  -0.3066
H (-0.94478, -0.73264, 0.42859)  -0.2548
H (0.88037, -1.64466, -0.41393)  -0.7130
C (2.94922, 1.73161, 0.70392)  0.4287
O (2.91460, 2.30777, 2.04369)  -0.6604
H (1.97087, 1.83136, 0.33672)  -0.2960
H (3.10671, 0.64458, 0.97320)  -0.1508
H (3.78032, 2.11225, 0.10912)  0.3361
H (2.59890, 1.65425, 2.71669)  0.3305



(2)
A 2-piece molecular cluster, C2H6N2O4 overall at a distorted geometry. Source: OMol25; level of theory: ωB97M-V with the def2-TZVPD basis set.

- energy above the lowest of the compared OMol25 structures with the same formula, charge and spin (kcal/mol) = 0.0
- largest force on an atom (eV/A) = 4.89
- expectation value of S² = 0.753
- 2S+1 = 2
- frontier orbital gap (alpha / beta) (eV) = 3.204 / 6.795
- HOMO (alpha / beta) (Eh) = -0.0118 / -0.1438
- DFT total energy (eV) = -13335.79436
- total charge = -1

Last column: Mulliken charge in e.
Cartesian coordinates (Å):
C (-21.24403, -14.58087, -4.70300)  -0.7239
N (-20.88302, -14.45015, -6.07815)  0.6883
O (-20.25094, -13.41690, -6.29038)  -0.7990
O (-21.14305, -15.28526, -6.97156)  -0.8279
H (-21.62817, -13.61813, -4.36581)  0.2268
H (-20.28201, -14.76114, -4.22329)  0.2062
H (-21.96357, -15.39106, -4.58487)  0.2460
C (-17.59334, -11.65957, -8.69926)  -0.7326
N (-17.82164, -10.58131, -9.70343)  0.8868
O (-17.87722, -10.91215, -10.88101)  -0.5387
O (-17.89402, -9.43628, -9.31215)  -0.5414
H (-16.98299, -11.24521, -7.89684)  0.2650
H (-16.97006, -12.41215, -9.18223)  0.2651
H (-18.53261, -12.03982, -8.29765)  0.3792



(3)
C18H41N2O2P3Ru as an isolated structure at a distorted geometry. Source: OMol25; level of theory: ωB97M-V with the def2-TZVPD basis set.

- largest force on an atom (eV/A) = 4.60
- expectation value of S² = 8.783
- 2S+1 = 6
- frontier orbital gap (alpha / beta) (eV) = 6.245 / 5.359
- HOMO (alpha / beta) (Eh) = -0.5319 / -0.6520
- DFT total energy (eV) = -56825.21701
- total charge = +3

Last column: Mulliken charge in e.
Cartesian coordinates (Å):
Ru (-0.66804, 0.56390, -1.01255)  0.6070
P (0.81663, 2.12927, -1.51365)  1.2193
P (-1.13770, 1.62089, 1.01558)  1.2413
P (0.39020, -1.32105, -2.01658)  1.2711
H (-3.39888, 0.41495, -0.67422)  0.3462
C (-2.63879, -0.31673, -0.99047)  -0.7365
C (-1.91246, -1.04948, 0.00330)  -0.6707
H (-2.07302, -0.85470, 1.06502)  0.2930
C (-0.45040, 3.14162, -2.34263)  -1.8138
C (1.64669, 3.35025, -0.43766)  -1.5974
C (2.25665, 1.72748, -2.56223)  -1.2052
C (-2.29583, 0.98622, 2.31970)  -1.6420
C (0.15095, 2.22575, 2.21284)  -1.4864
C (-2.03075, 3.19912, 0.66248)  -1.3531
C (-0.27956, -3.04024, -1.81549)  -1.6884
C (2.14685, -1.73641, -1.67305)  -1.2164
C (0.39658, -1.25311, -3.85923)  -1.0603
H (-2.81434, -0.82288, -1.95298)  0.3030
H (-1.62138, -2.06516, -0.24891)  0.3313
H (-0.22546, 3.15735, -3.42518)  0.4368
H (-0.39203, 4.16601, -1.92100)  0.5097
H (-1.47812, 2.73460, -2.15673)  0.6094
H (2.14438, 4.11023, -1.05605)  0.5175
H (2.40509, 2.86414, 0.18620)  0.3919
H (0.94006, 3.86468, 0.21786)  0.4095
H (2.66329, 2.64301, -3.00881)  0.5079
H (2.00622, 1.03166, -3.36471)  0.2230
H (3.04747, 1.26405, -1.95760)  0.3484
H (-2.59286, 1.81478, 2.97703)  0.5323
H (-1.80376, 0.21755, 2.93100)  0.3903
H (-3.19768, 0.56878, 1.85905)  0.5048
H (-0.06841, 3.25986, 2.51611)  0.5277
H (1.15166, 2.17671, 1.77518)  0.1347
H (0.14232, 1.59632, 3.11313)  0.4712
H (-2.63299, 3.48220, 1.53744)  0.5441
H (-2.70169, 3.03802, -0.18856)  0.2883
H (-1.32327, 4.00587, 0.43137)  0.3146
H (0.12473, -3.71242, -2.58814)  0.4998
H (-1.37367, -3.02479, -1.89572)  0.4973
H (0.01595, -3.41603, -0.82434)  0.4047
H (2.46118, -2.62257, -2.24682)  0.4670
H (2.25054, -1.95601, -0.60406)  0.2247
H (2.81269, -0.90580, -1.92391)  0.3510
H (0.50305, -2.27331, -4.25921)  0.5430
H (1.21457, -0.62055, -4.22678)  0.4196
H (-0.55696, -0.83852, -4.21450)  -0.1200
C (-2.66758, 0.75202, -5.10088)  0.5571
C (-2.93554, 1.87459, -5.90656)  -0.3178
C (-3.79778, 1.72739, -7.00137)  -0.5015
C (-4.36092, 0.48093, -7.30089)  -0.4316
C (-3.91052, -0.65433, -6.61927)  -0.5001
C (-3.07020, -0.52483, -5.51298)  -0.1298
O (-2.10000, 0.81423, -3.84193)  -0.0052
H (-1.32779, 1.42326, -3.70185)  -0.0586
H (-2.45648, 2.82201, -5.67338)  0.4552
H (-3.98423, 2.58393, -7.65241)  0.4283
H (-5.07276, 0.35621, -8.12208)  0.4362
H (-4.15967, -1.65978, -6.96088)  0.4322
H (-2.68158, -1.37844, -4.95506)  0.3995
N (2.39605, -0.49183, 3.08922)  -0.4073
C (1.44491, -0.86758, 2.17084)  0.3698
N (0.58624, -1.82740, 2.64532)  -0.3289
O (1.33142, -0.32257, 1.05101)  -0.3285
H (2.60947, -1.08922, 3.88741)  0.1973
H (3.11550, 0.13340, 2.75043)  0.2536
H (-0.07267, -2.22037, 1.98055)  0.1620
H (0.88907, -2.39976, 3.42876)  0.2268



(4)
C26H25CoN4 as an isolated structure at a distorted geometry. Source: OMol25; level of theory: ωB97M-V with the def2-TZVPD basis set.

- largest force on an atom (eV/A) = 1.21
- expectation value of S² = 3.775
- 2S+1 = 4
- frontier orbital gap (alpha / beta) (eV) = 5.999 / 6.187
- HOMO (alpha / beta) (Eh) = -0.3805 / -0.3878
- DFT total energy (eV) = -70949.61417
- total charge = +1

Last column: Mulliken charge in e.
Cartesian coordinates (Å):
Co (0.77479, 0.04379, -0.24508)  -0.3096
C (5.61747, 2.82874, 0.27506)  -0.4793
C (4.79833, 2.93805, 1.39355)  -0.7213
C (3.45921, 2.59274, 1.31532)  0.2623
C (2.91784, 2.13603, 0.11731)  -0.6954
C (3.73634, 2.02889, -0.99720)  0.1060
C (5.08164, 2.37219, -0.91841)  -0.8932
N (1.54253, 1.75806, 0.04190)  0.2361
C (0.58587, 2.67606, 0.39317)  0.9506
C (0.79108, 4.06732, 0.48605)  -0.5830
C (-0.23650, 4.88472, 0.88781)  -0.6272
C (-1.51592, 4.39075, 1.22892)  -0.6922
C (-1.76206, 3.05301, 1.14637)  -0.4645
C (-0.72800, 2.19959, 0.71307)  0.0065
N (-0.81378, 0.84268, 0.57663)  1.2646
N (-1.73534, 0.14484, 1.05254)  -1.2693
C (-1.41525, -1.22720, 0.90671)  0.4813
C (-2.34470, -2.16547, 1.31273)  -0.5140
C (-2.00634, -3.50570, 1.26580)  -0.3651
C (-0.74626, -3.87511, 0.81937)  -0.7059
C (0.12323, -2.88229, 0.41889)  -0.1372
N (-0.19612, -1.58480, 0.45151)  -0.0756
H (6.66317, 3.10068, 0.33351)  0.4055
H (5.20652, 3.29035, 2.33252)  0.3934
H (2.81961, 2.66697, 2.18837)  0.4926
H (3.32213, 1.69096, -1.94015)  0.3524
H (5.70679, 2.29404, -1.79937)  0.4107
H (1.75828, 4.48377, 0.23761)  0.5295
H (-0.05656, 5.95190, 0.94309)  0.4174
H (-2.29250, 5.07042, 1.55182)  0.4161
H (-2.72842, 2.63324, 1.39273)  0.4840
H (-3.30634, -1.81950, 1.66708)  0.5249
H (-2.71516, -4.25980, 1.58309)  0.4216
H (-0.44170, -4.91130, 0.78112)  0.4579
H (1.11201, -3.12319, 0.04854)  0.5114
C (2.59064, -1.36853, -2.69455)  -1.7325
C (1.10260, -1.13298, -2.61360)  1.0155
C (0.59383, 0.17834, -2.58233)  -0.8107
C (-0.78793, 0.41995, -2.63958)  0.5819
C (-1.30701, 1.82942, -2.74201)  -1.5220
C (-1.65004, -0.67034, -2.63842)  -0.5619
C (-1.17154, -1.97927, -2.63998)  0.7279
C (-2.13248, -3.13826, -2.64116)  -1.6404
C (0.20409, -2.19221, -2.64567)  -0.4980
H (3.13982, -0.85829, -1.89880)  0.3183
H (2.98020, -0.98671, -3.63972)  0.3570
H (2.82205, -2.43105, -2.64191)  0.3976
H (1.26883, 1.01223, -2.73131)  0.7473
H (-1.46705, 2.26714, -1.75453)  0.1898
H (-2.25973, 1.85215, -3.26968)  0.4907
H (-0.60212, 2.46954, -3.27248)  0.3529
H (-2.72118, -0.49834, -2.68154)  0.5004
H (-2.67110, -3.18712, -1.69166)  0.2942
H (-1.61590, -4.08551, -2.78666)  0.3666
H (-2.87767, -3.02681, -3.42876)  0.4397
H (0.58255, -3.20856, -2.68854)  0.3934